The following is a DFT calculation (wB97M-V/def2-TZVPD) of a cluster of 2 separate species, C4H13NOS in total.

Each line ends with the Mulliken charge.
Element x y z (Å)
H (2.805843, -0.254459, -0.360177)  0.403
H (0.577674, -1.382640, -0.400921)  0.889
N (2.124797, 1.690205, 0.001414)  -0.692
O (0.417231, -3.262787, 2.982856)  -1.756
H (-0.311927, 0.703436, 1.178347)  0.651
H (-2.480308, -0.086603, -1.624644)  0.398
H (-3.255800, 1.499762, -1.981949)  0.349
H (0.510888, -0.199118, -1.599749)  0.456
S (-1.259250, 1.847615, -0.678918)  -0.146
C (0.620822, -0.290879, -0.512410)  -1.219
C (-0.569731, 0.337125, 0.190149)  -1.702
C (1.943096, 0.215038, 0.105727)  -1.180
H (-2.011123, 0.914200, -2.939304)  0.289
H (-0.330903, -3.019070, 2.411097)  0.522
H (1.826230, -0.087264, 1.147475)  0.548
C (-2.313312, 0.955686, -1.877830)  -1.108
H (-1.446433, -0.294893, 0.346421)  0.876
H (1.665359, 1.896487, -0.885599)  0.325
H (-0.042150, -3.357470, 3.827908)  0.760
H (1.528997, 2.175629, 0.670107)  0.338

Forces on atoms 1 to 2 (eV/Å):
0.058 -0.200 0.120
0.030 0.026 0.442

The energy above the lowest of the compared OMol25 structures with the same formula, charge and spin comes out at 62.0 kJ/mol. Its multiplicity is 2. The calculation puts the LUMO energy (alpha / beta) at 3.01 / 2.94 eV. Its frontier orbital gap (alpha / beta) is 2.09 / 8.61 eV. The net charge is -1. The calculation puts the molar mass at 123.22 Da.